{"formula": "C4H3BrClO2", "method": "the ωB97M-V functional and the def2-TZVPD basis", "multiplicity": 1, "charge": -1, "relative_energy_kcal_mol": 25.2, "e_lumo_ev": 3.54, "e_homo_ha": -0.1136, "species": ["C", "C", "C", "C", "O", "O", "Cl", "Br", "H", "H", "H"], "coordinates": [[-1.866, 1.094, -0.625], [0.958, -0.257, -0.563], [0.596, -0.947, 0.683], [0.236, 0.412, 0.504], [-2.561, 1.466, 0.188], [-1.405, 0.873, -1.676], [0.810, 1.626, 1.615], [-0.835, -2.311, 0.814], [2.114, -0.237, -0.606], [0.505, -0.282, -1.474], [1.446, -1.436, 1.139]], "forces_ev_per_angstrom": [[2.78, -1.01, -2.34], [4.01, 0.62, 1.12], [-0.43, -1.02, -0.01], [-1.23, 0.22, 0.69], [-2.54, 1.18, 3.16], [-0.17, -0.20, -0.95], [0.67, 0.68, 0.41], [-0.41, -0.55, -0.03], [-1.45, 0.14, -0.25], [-1.23, -0.42, -2.41], [-0.01, 0.35, 0.61]], "mulliken_charge": [0.702, -0.500, -0.360, -0.230, -0.353, -0.450, -0.305, -0.345, 0.171, 0.249, 0.420]}

=====

{"formula": "C7H28CaN13O10", "method": "the ωB97M-V functional and the def2-TZVPD basis", "multiplicity": 2, "charge": 2, "e_lumo_ev": [-4.95, -9.73], "e_homo_ha": [-0.5439, -0.5439], "species": ["Ca", "N", "O", "O", "O", "C", "O", "H", "H", "H", "H", "C", "O", "N", "N", "H", "H", "H", "H", "C", "O", "N", "N", "H", "H", "H", "H", "C", "O", "N", "N", "H", "H", "H", "H", "C", "O", "N", "N", "H", "H", "H", "H", "C", "O", "N", "N", "H", "H", "H", "H", "C", "O", "N", "N", "H", "H", "H", "H"], "coordinates": [[-3.224, 1.013, -0.631], [0.234, -0.155, -1.120], [-0.963, 0.049, -1.028], [0.547, -1.257, -1.625], [1.070, 0.583, -0.605], [0.671, -4.855, -0.590], [-0.034, -5.844, -1.265], [0.052, -4.443, 0.208], [1.685, -5.108, -0.283], [0.848, -3.965, -1.193], [0.194, -5.814, -2.197], [3.352, 1.185, 2.745], [4.242, 1.631, 2.060], [3.350, 1.259, 4.062], [2.272, 0.596, 2.314], [4.057, 1.868, 4.449], [2.540, 1.015, 4.614], [1.547, 0.259, 2.932], [2.201, 0.507, 1.311], [-2.396, -0.458, 2.264], [-3.120, -0.012, 1.379], [-2.667, -0.579, 3.499], [-1.254, -0.910, 1.895], [-3.513, -0.179, 3.879], [-1.927, -0.628, 4.185], [-0.643, -1.525, 2.413], [-0.956, -0.505, 1.019], [3.988, -1.252, -0.108], [5.028, -1.537, 0.492], [2.912, -1.815, 0.125], [3.829, -0.365, -1.069], [2.089, -1.464, -0.342], [2.849, -2.555, 0.810], [2.932, 0.073, -0.915], [4.521, 0.294, -1.396], [-0.933, 3.224, 1.121], [-1.507, 2.223, 0.778], [-1.265, 4.505, 0.935], [0.079, 3.140, 2.003], [-0.631, 5.212, 1.278], [-2.107, 4.820, 0.474], [0.520, 3.923, 2.465], [0.445, 2.225, 2.222], [-0.891, 2.962, -2.744], [-1.808, 2.463, -2.114], [-1.019, 3.519, -3.895], [0.310, 3.129, -2.285], [-1.980, 3.386, -4.178], [-0.278, 3.897, -4.467], [0.927, 3.762, -2.773], [0.528, 2.781, -1.362], [-3.469, -2.147, -2.118], [-3.691, -1.122, -1.445], [-4.349, -2.638, -2.943], [-2.330, -2.752, -2.169], [-5.108, -2.102, -3.339], [-3.960, -3.427, -3.440], [-1.567, -2.510, -1.553], [-2.226, -3.579, -2.739]], "forces_ev_per_angstrom": [[1.72, -0.44, -0.11], [-0.89, -2.84, -0.20], [-1.53, 1.17, 0.25], [1.38, 0.25, 0.05], [1.18, 1.08, 0.36], [0.30, 1.60, -0.21], [-0.30, -0.35, -0.21], [0.13, -0.55, 0.50], [-0.12, -0.64, 0.49], [-0.12, 0.19, -0.61], [0.12, -0.19, -0.01], [1.47, 1.09, 0.94], [0.67, 0.09, -1.29], [0.75, 0.74, 2.88], [-3.01, -1.84, -2.65], [-0.17, -0.24, 0.30], [0.43, 0.20, 0.02], [0.24, -0.03, -0.41], [-0.58, -0.06, 0.28], [-0.91, 0.35, -2.22], [-2.10, 1.33, -0.71], [-1.86, 0.37, 5.21], [4.82, -1.28, -1.71], [-0.12, -0.19, -0.27], [-0.10, -0.24, -0.24], [-0.30, 0.27, 0.02], [0.25, -0.48, -0.12], [1.09, 1.77, -2.07], [3.10, -0.27, 1.06], [-4.61, -4.01, 2.87], [1.40, 2.53, -1.32], [-0.61, -0.54, -0.47], [-0.20, 0.09, 0.00], [-0.62, 0.58, -0.70], [0.50, -0.25, 0.29], [0.63, 1.50, 2.49], [-1.80, -1.65, -1.57], [-0.68, 1.36, -1.06], [1.70, -0.86, 0.77], [-0.37, -0.04, -0.19], [0.28, -0.29, -0.03], [-0.18, -0.15, -0.28], [-0.01, 0.25, -0.19], [0.57, 0.54, 1.22], [-2.30, -1.36, 0.89], [-2.64, 0.73, -3.49], [3.30, -0.28, 2.29], [0.30, 0.62, -1.16], [-0.49, -0.20, 0.02], [0.13, -0.33, 0.50], [0.25, 0.10, -0.19], [-0.89, 2.72, 0.45], [-0.05, 1.08, 0.61], [-1.68, -1.52, -1.74], [3.34, -1.69, 0.73], [0.13, -0.21, 0.31], [-1.08, 0.12, -0.54], [-0.12, 0.12, -0.14], [0.26, 0.19, 0.29]], "lowdin_spin": [0.000, 0.000, 0.001, 0.001, 0.000, 0.000, 0.000, 0.000, 0.000, 0.000, 0.000, 0.000, 0.000, 0.000, 0.000, 0.000, 0.000, 0.000, 0.000, 0.000, 0.000, 0.000, 0.000, 0.000, 0.000, 0.000, 0.000, 0.074, 0.776, 0.019, 0.119, 0.005, 0.000, 0.004, 0.001, 0.000, 0.000, 0.000, 0.000, 0.000, 0.000, 0.000, 0.000, 0.000, 0.000, 0.000, 0.000, 0.000, 0.000, 0.000, 0.000, 0.000, 0.000, 0.000, 0.000, 0.000, 0.000, 0.000, 0.000]}

=====

{"formula": "C18H19ClN4O2S", "method": "the ωB97M-V functional and the def2-TZVPD basis", "multiplicity": 1, "charge": 0, "relative_energy_kcal_mol": 57.3, "e_lumo_ev": 0.38, "e_homo_ha": -0.2896, "smiles": "O=S1(=O)CCC(CNc2ccn3ncc(-c4cccc(Cl)c4)c3n2)CC1", "species": ["O", "S", "O", "C", "C", "C", "C", "N", "C", "C", "C", "N", "N", "C", "C", "C", "C", "C", "C", "C", "Cl", "C", "C", "N", "C", "C", "H", "H", "H", "H", "H", "H", "H", "H", "H", "H", "H", "H", "H", "H", "H", "H", "H", "H", "H"], "coordinates": [[-1.116, -3.009, -0.415], [-1.530, -2.676, -1.791], [-2.569, -3.524, -2.337], [-2.069, -0.938, -1.778], [-1.811, -0.284, -3.116], [-0.257, -0.207, -3.469], [0.308, 1.213, -3.160], [0.031, 1.527, -1.813], [0.970, 1.718, -0.845], [2.312, 2.247, -1.056], [3.146, 2.316, 0.041], [2.672, 1.907, 1.247], [3.332, 1.928, 2.430], [2.494, 1.398, 3.274], [1.213, 1.109, 2.658], [0.050, 0.500, 3.364], [-1.185, 0.331, 2.750], [-2.263, -0.317, 3.411], [-2.022, -0.815, 4.689], [-0.801, -0.698, 5.299], [-0.501, -1.324, 6.874], [0.218, -0.054, 4.633], [1.371, 1.465, 1.366], [0.518, 1.363, 0.289], [0.626, -1.311, -2.773], [-0.081, -2.692, -2.861], [-3.155, -0.917, -1.600], [-1.559, -0.433, -0.956], [-2.295, -0.897, -3.901], [-2.299, 0.699, -3.153], [-0.165, -0.388, -4.559], [-0.132, 1.954, -3.786], [1.386, 1.281, -3.375], [-0.819, 1.188, -1.388], [2.690, 2.497, -2.038], [4.179, 2.634, -0.003], [2.734, 1.208, 4.314], [-1.346, 0.709, 1.731], [-3.195, -0.443, 2.903], [-2.838, -1.322, 5.220], [1.189, -0.100, 5.124], [1.603, -1.313, -3.308], [0.802, -1.108, -1.704], [0.538, -3.551, -2.557], [-0.373, -2.872, -3.878]], "forces_ev_per_angstrom": [[-0.07, 0.82, -1.91], [-0.29, -1.20, 2.56], [0.37, 0.67, -0.50], [-0.31, -0.10, -0.16], [1.13, -0.51, -0.95], [0.09, 0.22, -0.16], [0.13, -1.25, -0.78], [0.53, 0.98, 0.36], [0.55, 0.29, -1.42], [0.36, -0.40, 0.88], [-0.82, -0.24, -0.95], [-0.03, 0.74, -0.64], [0.98, -0.18, -0.42], [-1.80, -0.29, -0.20], [0.03, -0.61, 2.64], [0.47, -0.29, -0.45], [-1.49, -0.02, -0.36], [2.45, 0.61, 0.06], [-2.06, -0.63, 0.12], [0.31, 0.61, -0.71], [-0.08, -0.21, 0.28], [0.88, -0.17, 0.38], [-0.77, -0.18, -1.19], [0.68, -0.27, 3.36], [-0.56, 0.06, -0.26], [0.62, 0.70, 0.16], [0.38, -0.45, 0.23], [-0.01, -0.38, 0.10], [0.10, 0.32, 0.36], [0.28, -0.11, -0.03], [-0.05, 0.16, 0.45], [-0.60, 0.44, -0.88], [-0.24, -0.28, 0.27], [0.11, 0.11, -0.30], [-0.10, 0.11, 0.14], [-0.08, 0.06, 0.09], [0.23, 0.30, -0.27], [0.18, -0.17, 0.59], [-0.43, -0.08, -0.02], [0.37, 0.18, -0.19], [-0.10, 0.35, -0.20], [-0.60, -0.22, 0.50], [0.06, 0.23, -0.33], [-0.26, 0.41, 0.25], [-0.51, -0.14, -0.48]], "mulliken_charge": [-0.671, 1.108, -0.683, -0.151, -1.258, 0.555, -1.414, -0.031, 0.946, -0.921, -0.235, 0.852, -1.553, -0.675, 0.446, 0.996, -0.019, -0.893, -0.172, -0.131, -0.229, -0.580, -0.170, -0.313, -0.760, -0.922, 0.502, 0.001, 0.378, 0.372, 0.417, 0.431, 0.417, 0.193, 0.405, 0.474, 0.423, 0.265, 0.423, 0.361, 0.278, 0.518, 0.134, 0.482, 0.405]}

=====

{"formula": "C4H32NO12", "method": "the ωB97M-V functional and the def2-TZVPD basis", "multiplicity": 1, "charge": -1, "relative_energy_kcal_mol": 0.0, "e_lumo_ev": 2.80, "e_homo_ha": -0.2363, "species": ["C", "C", "C", "N", "C", "O", "H", "H", "H", "H", "H", "H", "H", "H", "H", "H", "H", "H", "O", "H", "H", "O", "H", "H", "O", "H", "H", "O", "H", "H", "O", "H", "H", "O", "H", "H", "O", "H", "H", "O", "H", "H", "O", "H", "H", "O", "H", "H", "O"], "coordinates": [[-1.393, -1.577, 0.476], [-1.615, -0.357, 1.341], [-0.756, -0.463, 2.620], [-1.332, 0.858, 0.522], [0.051, 1.053, 0.004], [1.072, 1.362, 0.885], [-0.347, -1.867, 0.425], [-1.867, -2.509, 0.797], [-1.763, -1.529, -0.549], [-2.652, -0.313, 1.667], [-1.186, 0.247, 3.328], [-0.754, -1.472, 3.040], [0.277, -0.192, 2.438], [-1.598, 1.583, 1.191], [0.240, 0.118, -0.521], [-0.055, 1.903, -0.675], [0.213, 1.377, -3.390], [1.678, 1.205, -2.808], [0.808, 0.782, -2.907], [2.358, -3.194, -0.857], [2.495, -2.118, 0.322], [2.462, -3.090, 0.096], [0.612, 3.817, 2.562], [0.547, 2.354, 2.010], [0.190, 2.970, 2.726], [3.318, -0.610, 1.301], [1.980, 0.379, 0.915], [2.700, -0.442, 0.603], [-2.036, 1.555, -3.135], [-1.220, 2.719, -2.894], [-1.435, 2.170, -3.616], [-2.407, 1.970, 3.963], [-1.534, 2.973, 3.186], [-2.449, 2.615, 3.255], [3.217, 0.844, -0.953], [2.343, 1.954, -0.627], [2.938, 1.681, -1.351], [0.991, -3.994, 0.945], [0.128, -4.371, 2.139], [0.331, -4.650, 1.245], [-0.282, -0.689, -3.044], [-1.056, -1.878, -2.670], [-0.692, -1.468, -3.465], [-2.459, 0.941, -1.003], [-3.825, 0.455, -1.363], [-3.127, 0.987, -1.745], [1.556, -1.155, -2.288], [2.946, -1.318, -1.709], [2.389, -1.620, -2.435]], "forces_ev_per_angstrom": [[-0.10, -1.41, -0.48], [1.10, -0.61, -0.64], [-0.42, 0.25, -0.09], [-0.44, -0.02, 1.40], [-0.81, 0.03, 0.45], [0.17, -0.12, 0.53], [0.31, 0.23, -0.09], [-0.14, 0.22, 0.70], [0.01, 0.70, -0.13], [-0.23, 0.19, -0.22], [0.32, -0.13, 0.28], [-0.30, 0.02, 0.02], [0.06, 0.09, -0.14], [0.25, 0.58, -0.53], [0.33, 0.15, -0.42], [-0.06, -0.24, -0.46], [-0.05, -0.05, -0.05], [-0.16, -0.13, 0.29], [0.21, 0.08, -0.32], [-0.04, 0.45, 0.00], [-0.21, -0.56, -0.62], [-0.06, -0.01, 0.69], [0.03, -0.02, 0.00], [0.08, -0.12, -0.01], [0.09, 0.27, 0.10], [0.54, 0.08, 0.64], [0.04, -0.29, -0.57], [-0.63, 0.36, -0.27], [0.01, -0.01, -0.67], [0.58, 1.51, 1.21], [-0.81, -1.26, -0.65], [0.04, -0.02, 0.07], [-0.16, -0.41, -0.13], [-0.01, 0.31, -0.02], [0.20, -0.21, -0.09], [-0.12, 0.16, -0.15], [0.04, 0.17, 0.33], [0.14, -0.21, -0.21], [-0.09, -0.02, 0.12], [0.06, 0.18, 0.03], [0.19, 0.11, -0.76], [-0.22, -0.39, -0.30], [-0.10, 0.15, 0.95], [-0.01, 0.21, -0.12], [-0.39, -0.13, -0.28], [0.53, -0.09, 0.69], [0.03, 0.09, -0.29], [-0.02, 0.07, 0.01], [0.22, -0.22, 0.20]], "mulliken_charge": [-1.188, 0.705, -0.927, -0.569, 0.046, -0.845, 0.189, 0.429, 0.039, 0.401, 0.116, 0.408, 0.154, 0.279, 0.184, 0.129, 0.296, 0.297, -0.585, 0.372, 0.398, -0.738, 0.264, 0.401, -0.734, 0.154, 0.247, -0.778, 0.423, 0.329, -0.748, 0.295, 0.380, -0.651, 0.359, 0.363, -0.804, 0.366, 0.302, -0.639, 0.267, 0.396, -0.644, 0.445, 0.296, -0.775, 0.363, 0.311, -0.776]}

=====

{"formula": "C11H18N3O5", "method": "the ωB97M-V functional and the def2-TZVPD basis", "multiplicity": 1, "charge": -1, "relative_energy_kcal_mol": 52.2, "e_lumo_ev": 2.81, "e_homo_ha": -0.1770, "smiles": "CNC(=O)[C@@H](CCC(=O)[O-])NC(=O)[C@@H](C)NC(C)=O", "species": ["C", "N", "C", "O", "C", "C", "C", "C", "O", "O", "N", "C", "O", "C", "C", "N", "C", "C", "O", "H", "H", "H", "H", "H", "H", "H", "H", "H", "H", "H", "H", "H", "H", "H", "H", "H", "H"], "coordinates": [[4.014, -0.066, -1.569], [2.787, -0.346, -0.765], [2.448, 0.199, 0.417], [3.146, 1.017, 1.050], [1.086, -0.283, 0.888], [1.074, -1.450, 1.881], [1.539, -2.773, 1.251], [0.770, -3.151, 0.089], [-0.315, -3.768, 0.185], [1.263, -2.725, -0.988], [0.500, 0.866, 1.581], [0.049, 1.868, 0.825], [-0.143, 1.832, -0.434], [-0.268, 3.183, 1.543], [0.984, 4.028, 1.852], [-1.041, 4.082, 0.748], [-2.236, 3.803, 0.322], [-3.070, 2.552, 0.583], [-2.691, 4.757, -0.337], [4.598, 0.791, -1.305], [3.515, 0.207, -2.482], [4.630, -0.980, -1.556], [2.227, -1.112, -1.087], [0.663, -0.527, -0.054], [0.029, -1.710, 2.352], [1.867, -1.121, 2.635], [1.407, -3.565, 1.923], [2.582, -2.848, 1.022], [0.680, 0.906, 2.572], [-0.752, 2.898, 2.538], [1.764, 3.411, 2.324], [1.486, 4.395, 0.885], [0.775, 4.831, 2.467], [-0.457, 4.698, 0.197], [-2.671, 1.941, 1.433], [-4.104, 2.808, 0.765], [-2.837, 1.882, -0.275]], "forces_ev_per_angstrom": [[-1.80, -0.92, 0.75], [1.63, 1.43, 0.85], [2.10, 0.09, 0.18], [-0.83, -0.71, -0.64], [0.11, 0.28, 1.31], [0.59, -0.64, 0.75], [0.77, 0.49, 1.87], [-2.02, -0.25, -2.69], [0.44, 0.05, 0.62], [0.34, 0.34, -1.12], [-0.54, -0.87, -1.42], [-0.71, 1.22, -2.80], [0.84, -0.43, 3.38], [0.78, 0.12, 1.42], [2.10, -2.42, -1.95], [2.80, -1.87, 2.27], [-3.25, 2.72, -2.22], [2.25, -0.83, 0.54], [-1.40, -1.23, -0.43], [0.07, 0.42, 0.93], [0.72, -0.40, -1.19], [-0.18, 0.48, -0.55], [-0.60, -0.98, -0.26], [-1.67, -0.09, -0.34], [1.91, 1.16, -0.88], [-1.31, -0.65, -0.23], [-0.40, -0.98, 1.67], [0.78, 0.70, -0.33], [-0.04, 0.49, -0.16], [0.27, 0.62, -1.17], [-0.22, 0.17, -0.05], [-0.89, -0.49, 1.23], [-0.63, 1.68, 1.16], [-0.78, 0.13, -0.03], [-0.38, 0.65, -0.38], [-0.10, -0.01, -0.39], [-0.74, 0.55, 0.28]], "mulliken_charge": [-1.071, 0.032, 0.227, -0.766, -0.261, -0.815, -0.674, 0.364, -0.771, -0.793, -0.041, 0.451, -0.712, -0.058, -1.577, -0.070, 0.639, -0.904, -0.725, 0.365, 0.387, 0.285, 0.272, 0.777, 0.272, 0.380, 0.498, 0.332, 0.366, 0.254, 0.341, 0.392, 0.491, 0.262, 0.254, 0.384, 0.211]}